{
  "formula": "C4H7NOS",
  "method": "wB97M-V/def2-TZVPD",
  "species": ["C", "C", "C", "C", "O", "N", "S", "H", "H", "H", "H", "H", "H", "H"],
  "xyz": [[-1.844, -0.956, -0.091], [-1.027, -0.237, 0.710], [0.182, 0.361, 0.346], [0.599, 1.656, 1.088], [-0.521, 2.340, 1.517], [0.829, -0.043, -0.670], [0.916, -1.539, -1.420], [-2.446, -1.710, 0.389], [-1.852, -0.986, -1.193], [-1.074, -0.063, 1.832], [1.334, 1.595, 1.910], [1.163, 2.209, 0.225], [-0.796, 2.691, 0.738], [-0.091, -2.478, -0.945]],
  "forces_ev_per_a": [[0.57, -0.01, 0.90], [-1.54, -1.03, 2.19], [0.75, 1.43, -1.37], [2.28, -0.10, -2.53], [0.92, -0.91, 3.30], [1.64, -0.59, 0.11], [-0.79, -0.71, 0.08], [-0.85, 0.34, 0.05], [0.47, 0.26, 0.77], [-1.06, -1.21, -1.17], [-0.49, -0.64, -0.33], [-0.74, -0.53, 1.58], [-2.20, 2.09, -3.22], [1.03, 1.60, -0.37]],
  "nbo_charge": [-0.3493, -0.2657, 0.1852, -0.1139, -0.6856, -0.5713, 0.2147, 0.2065, 0.2158, 0.2254, 0.2061, 0.1846, 0.4638, 0.0838],
  "lumo_ev": -0.01,
  "orbital_gap_ev": 8.36,
  "charge": 0,
  "multiplicity": 1,
  "relative_energy_kj_mol": 341.28
}